1.
ORCA calculation (wB97M-V/def2-TZVPD) on C23H24N2O7 as an isolated structure.

Geometry (Å):
C -6.3950 -3.7235 0.3158
H -5.5772 -4.0614 0.9849
H -7.2354 -4.1486 0.3544
H -6.0008 -3.9941 -0.7874
O -6.7266 -2.5316 0.2074
C -5.8427 -1.4813 0.3339
C -6.3421 -0.2315 0.6927
C -5.4522 1.0239 0.3648
C -4.1399 0.8545 0.1000
C -3.5609 -0.4976 -0.0618
C -4.4816 -1.3691 0.0023
O -4.0648 -2.7418 -0.3669
C -2.5724 -3.2064 -0.6462
H -2.2652 -2.4178 -1.4102
H -1.9777 -2.7140 0.1750
H -2.5429 -4.1297 -0.5481
H -2.5148 -0.7281 -0.2265
N -3.2091 1.8343 0.2116
C -3.2754 3.3149 0.2694
O -4.4592 3.7829 0.7385
C -2.1554 4.0470 0.0761
H -1.9686 4.5870 1.2934
H -2.3294 4.9757 -0.4809
O -1.0711 3.3520 -0.1499
C 0.1214 3.4564 0.1760
O 0.3250 3.9063 1.4480
C 1.1819 2.2638 -0.1977
C 1.0288 1.9596 -1.4500
C 1.9231 0.9942 -1.8345
C 3.2560 0.8527 -1.2004
C 3.4140 1.6522 -0.1022
C 2.3531 2.2849 0.3470
H 2.5444 2.8585 1.4372
H 4.3060 1.3236 0.4712
O 4.1089 0.0522 -1.8886
C 5.4231 0.0644 -1.2227
C 5.2825 -0.9222 -0.1698
C 5.9746 -0.7878 1.4287
O 5.5341 -1.6888 2.0528
N 4.4422 -2.3336 1.5720
C 4.4413 -2.0846 0.4291
C 3.1906 -2.5068 -0.3902
H 2.8724 -3.5592 -0.1849
H 2.4437 -2.0288 -0.6964
H 3.6392 -2.6833 -1.6934
C 7.2351 0.0329 1.5573
H 8.1003 -0.3322 1.1615
H 7.3167 -0.0768 2.6890
H 6.9056 1.2099 1.1455
H 5.7912 0.8642 -1.0167
H 5.9698 -0.6624 -2.0546
H 1.9089 0.5665 -2.9422
H 0.2482 1.9673 -2.0507
H -2.1594 1.5427 -0.0219
H -5.7036 1.9188 0.7979
H -7.2586 0.0998 0.9614

Summary:
total charge: 0
relative energy (zero: lowest compared OMol25 entry of this formula, charge and spin): 26.742 eV

Here are the Löwdin charges for atoms 1 to 4, given in e: number 1, C, carries -0.2146; number 2, H, carries 0.1225; number 3, H, carries 0.0262; number 4, H, carries 0.1423

2.
ORCA calculation (wB97M-V/def2-TZVPD) on C12H18 as an isolated structure.

Geometry (Å):
C -0.3698 2.3411 0.0420
C 0.2959 1.7665 -0.9227
C 2.1358 0.7542 0.9012
C 0.7949 0.3508 1.4363
C 0.9633 0.6318 -1.2594
C 2.3341 0.3629 -0.5477
C -0.2147 0.7713 0.4014
C 2.5492 -1.1446 -0.5358
C -2.3286 0.6408 -1.0729
C -2.4401 -0.1164 1.2514
C -1.1988 -1.5181 -0.3709
C -1.5116 -0.0654 0.0220
H 2.2283 1.7189 1.0869
H 2.8910 0.1728 1.4522
H 0.7094 -0.6778 1.5307
H 0.5441 0.7876 2.4046
H 0.8796 -0.0478 -2.2555
H 3.2509 0.9213 -1.0398
H 1.6380 -1.6425 -0.8209
H 2.8724 -1.4455 0.4543
H 3.1650 -1.5223 -1.3780
H -3.3744 0.1885 -1.0173
H -1.7293 0.7889 -1.9759
H -2.5525 1.7335 -0.8190
H -3.5363 -0.3382 0.9584
H -2.0024 -0.7957 1.9637
H -2.5911 0.9403 1.6765
H -0.2654 -1.5186 -0.9266
H -1.9299 -1.9152 -1.1729
H -1.2071 -2.1232 0.5338

Summary:
total charge: 0
relative energy (zero: lowest compared OMol25 entry of this formula, charge and spin): 6.262 eV

Here are the Löwdin charges for atoms 1 to 4, given in e: number 1, C, carries 0.0778; number 2, C, carries -0.1453; number 3, C, carries -0.1790; number 4, C, carries -0.1153

Frontier orbital gap across the listed records, respectively: 0.27333; 0.34052 Eh.
Strongest force on any atom across the listed records, respectively: 16.97; 4.65 eV/A.